The following is a quantum chemistry calculation of a structure of composition C12H19N4O10P3S at a distorted geometry, from the OMol25 dataset.

Atoms and positions in Å:
O  -0.94391  1.22461  -3.10168
O  -3.98570  4.32623  -0.18574
O  -2.18909  1.19289  -0.29425
O  -1.52188  -0.93140  -2.09015
N  2.97614  -2.68093  2.10620
N  1.25121  -3.76542  0.94878
O  -1.97401  -0.75709  -4.08208
O  -5.55811  2.85425  1.23164
O  -2.25657  2.98674  -1.84347
O  -3.06257  2.73625  1.64051
O  -3.39086  0.78323  -2.55008
O  -4.43263  1.96359  -0.75577
S  0.73787  3.59056  0.73475
C  -0.00373  1.36425  1.84838
C  -0.20532  2.74158  1.93021
C  1.47963  2.14464  0.32198
C  2.27793  -3.82940  1.74496
C  2.53368  -1.57079  1.62997
C  0.87661  -2.60613  0.39900
C  1.45898  -1.50521  0.70835
N  0.00597  -2.64770  -0.61185
N  0.97747  1.06236  0.86647
C  -0.77933  0.31478  2.61775
C  2.67899  -5.03975  2.44787
C  0.98676  -0.20012  0.12205
C  -2.46218  3.83439  2.30165
C  -1.15388  3.50508  2.93079
P  -1.99770  0.16273  -2.91973
P  -4.19468  2.98006  0.41036
P  -3.03678  1.78310  -1.37540
H  -2.09821  -1.55287  -3.50704
H  -6.11371  3.23289  0.51875
H  -1.40316  2.58434  -2.14125
H  2.19387  2.07081  -0.53975
H  2.99655  -0.64621  2.02131
H  -0.39898  -3.56279  -0.69025
H  -0.46283  -1.80950  -0.90973
H  -1.47293  0.86280  3.26623
H  -1.45334  -0.05536  1.86795
H  -0.23580  -0.50643  3.06066
H  2.72953  -5.96263  1.85862
H  3.67464  -4.81784  2.98948
H  1.95331  -5.14704  3.28495
H  1.72189  -0.04409  -0.78531
H  0.01493  -0.34958  -0.37856
H  -3.23022  4.27711  2.88197
H  -2.25438  4.52360  1.50402
H  -1.28485  2.96314  3.91572
H  -0.66092  4.50381  2.93644

Atomic forces in eV per Å
O -1.13 1.33 0.22
O -0.25 -1.22 0.63
O -0.83 -0.30 -0.61
O 0.39 -2.35 6.90
N 0.41 -2.05 0.69
N -0.11 -2.03 0.11
O -3.10 -2.29 -7.37
O 0.32 -0.09 -1.14
O -0.87 2.92 -1.23
O -2.29 -2.11 -1.80
O -1.75 1.02 0.03
O -1.86 -0.07 0.01
S 0.07 -0.86 1.08
C 0.35 1.37 0.24
C -0.83 -1.33 0.99
C 0.83 0.21 -2.24
C 0.19 3.06 -0.32
C -1.08 1.29 -0.69
C -1.53 -4.13 -2.08
C 3.18 6.61 3.77
N -0.21 -1.25 0.44
N -1.48 0.22 1.05
C -0.29 1.41 -1.06
C 1.41 -0.57 2.12
C 2.04 -1.00 -3.06
C -0.67 0.30 -2.42
C 1.41 -0.65 -0.60
P 6.55 1.30 0.23
P 1.29 5.10 4.76
P 4.30 -3.84 1.71
H 0.39 -0.23 -1.24
H -0.86 -0.11 0.80
H 0.45 -0.44 -0.96
H -0.86 0.08 1.05
H -0.10 -0.38 -0.42
H -0.57 0.12 -0.45
H -0.85 -0.21 -0.84
H 0.50 -0.38 0.33
H -0.44 -0.69 -0.53
H 0.30 0.14 0.23
H -0.15 0.38 0.11
H -1.47 -0.54 -1.11
H 0.30 -0.33 -0.54
H -1.48 0.16 1.53
H 0.11 0.88 0.49
H -0.25 0.57 1.34
H 0.12 0.82 -0.33
H 0.69 0.79 -1.09
H -0.29 -0.61 1.26

Lowest unoccupied orbital energy = -1.046 eV
Gap between HOMO and LUMO = 0.2768 Ha
Energy relative to the best compared isomer or geometry (same formula, charge and spin) = 3.652 eV

The following is a quantum chemistry calculation of a structure of composition C32H46BaBrN3P2S at a distorted geometry, from the OMol25 dataset.

Atoms and positions in Å:
N  -5.13568  4.09845  -1.96031
C  -4.42219  4.63254  -0.96505
C  -3.06526  4.34853  -0.76046
C  -2.39716  3.46506  -1.65740
C  -3.18027  2.91637  -2.70887
C  -4.52580  3.29809  -2.83523
C  -0.96071  3.15967  -1.51468
Ba  0.95556  2.40857  0.11508
P  3.93116  1.03850  0.29050
C  -0.32713  2.03389  -2.13233
C  -0.65892  0.64102  -1.95477
C  0.13941  -0.33309  -2.62509
C  0.15754  -1.64654  -2.24955
C  -0.68051  -2.14552  -1.19193
C  -1.70841  -1.20248  -0.80602
C  -1.60359  0.15158  -1.02472
Br  0.74982  -2.57375  0.55916
H  -0.34465  4.08870  -1.34250
H  0.39374  2.23404  -2.94971
H  -2.56422  4.75752  0.11662
H  -2.77663  2.18623  -3.40940
H  -4.95070  5.32243  -0.29884
H  -5.12755  2.93110  -3.67702
H  0.78350  0.00703  -3.44365
H  -2.27830  0.87104  -0.54405
H  0.86130  -2.32435  -2.71057
H  -2.58722  -1.57964  -0.29134
P  -1.23575  -3.90478  -1.41102
C  3.76504  2.87860  0.25092
C  5.07086  3.71921  0.22406
H  3.20449  3.19288  1.15844
H  3.22568  3.12799  -0.69789
H  4.79898  4.78177  0.33998
H  5.76035  3.45691  1.03569
H  5.61680  3.63025  -0.72633
C  3.08564  0.01030  -0.98381
C  3.95162  -1.23327  -1.31511
H  2.90205  0.59839  -1.90199
H  2.11693  -0.36016  -0.59330
H  3.55696  -1.76243  -2.19303
H  4.99193  -0.95913  -1.53587
H  3.95420  -1.95381  -0.48490
C  3.38623  0.17332  1.83540
C  4.48476  -0.79533  2.33479
H  2.48003  -0.41972  1.62591
H  3.14665  0.92034  2.60708
H  4.08173  -1.48527  3.09181
H  4.89374  -1.41033  1.51788
H  5.32802  -0.25846  2.79804
C  -1.30231  -4.74995  0.19467
C  -2.42182  -5.75241  0.43355
H  -1.33098  -3.95620  0.96871
H  -0.32212  -5.25498  0.32872
H  -3.34081  -5.27890  0.81011
H  -2.65692  -6.31211  -0.47994
H  -2.08963  -6.46292  1.20155
C  0.01757  -4.67109  -2.44773
C  -0.12590  -4.37775  -3.94799
H  -0.08414  -5.75206  -2.24969
H  1.00281  -4.36370  -2.06289
H  -1.02806  -4.85377  -4.35336
H  -0.17298  -3.30570  -4.17812
H  0.73826  -4.78578  -4.48534
C  -2.83715  -3.84189  -2.23121
C  -3.99069  -3.28578  -1.38510
H  -3.05193  -4.87795  -2.54942
H  -2.70019  -3.23039  -3.14104
H  -4.12510  -2.20801  -1.54731
H  -4.93211  -3.77014  -1.68138
H  -3.85741  -3.46207  -0.30591
N  -1.27969  -0.06702  2.08113
C  -1.00979  0.98189  2.91359
N  -0.02189  1.84126  2.67539
C  0.11181  2.76338  3.73407
C  1.09543  3.75958  3.88472
C  1.19594  4.41070  5.12616
C  0.37671  4.04141  6.20570
C  -0.64263  3.08178  6.03966
C  -0.78024  2.49331  4.78588
S  -1.94296  1.23744  4.34515
H  -2.12362  -0.58247  2.30335
H  -0.52122  -0.60782  1.67720
H  1.76496  3.99758  3.04276
H  1.93035  5.21254  5.26439
H  0.52076  4.49632  7.18402
H  -1.30637  2.76135  6.84139

Atomic forces in eV per Å
N 0.07 0.34 -0.20
C 0.48 -0.28 -0.09
C -0.11 -0.51 -0.59
C -1.21 -0.18 0.85
C -0.08 0.26 0.48
C 0.57 -0.18 0.39
C -0.22 0.11 -1.91
Ba 0.58 -1.05 2.47
P 2.41 -1.33 0.20
C -1.79 0.32 -1.29
C 0.72 0.95 -0.09
C 0.33 -0.27 -0.10
C 0.20 0.39 -0.20
C -1.48 0.34 -1.35
C -0.14 0.00 0.45
C -0.29 -0.22 -0.03
Br 0.92 0.54 0.60
H -0.48 -0.54 -0.66
H 0.44 -0.09 0.97
H 0.02 0.05 -0.30
H 0.11 0.34 0.10
H 0.16 -0.34 -0.19
H 0.23 0.10 0.44
H -0.11 -0.20 0.34
H 0.03 -0.51 -0.24
H 0.03 0.17 -0.05
H 0.39 0.19 0.37
P 0.59 0.99 0.67
C -0.30 0.62 -0.24
C -0.01 -0.03 -0.04
H 0.08 0.18 -0.41
H 0.28 0.25 0.54
H 0.08 -0.38 -0.01
H -0.28 -0.07 -0.18
H -0.27 -0.20 0.30
C -0.61 0.26 -0.40
C 0.05 0.01 -0.04
H 0.09 -0.20 0.20
H 0.21 0.18 -0.31
H -0.05 0.18 0.20
H -0.32 0.02 0.10
H -0.04 0.31 -0.18
C -0.17 0.26 0.31
C 0.20 -0.03 0.17
H 0.12 0.31 0.05
H -0.01 -0.26 -0.01
H 0.02 0.27 -0.23
H -0.19 0.28 0.26
H -0.33 -0.11 -0.27
C 0.17 0.12 0.72
C -0.41 -0.34 -0.10
H 0.03 -0.50 -0.50
H -0.47 0.46 -0.21
H 0.32 -0.17 -0.26
H -0.09 -0.08 0.30
H -0.16 0.13 -0.28
C -0.03 -0.46 -0.19
C -0.07 -0.13 -0.30
H 0.17 0.27 -0.15
H -0.34 -0.12 0.07
H 0.25 0.12 0.05
H -0.06 -0.35 0.09
H -0.23 0.02 0.13
C -0.04 -0.24 -0.43
C -0.52 0.08 0.18
H 0.08 0.36 0.03
H -0.01 -0.37 0.26
H 0.08 -0.39 0.04
H 0.33 0.12 0.11
H -0.09 0.05 -0.40
N -0.51 0.44 0.33
C 1.03 0.48 -0.56
N -0.64 -0.28 -0.28
C 0.04 -0.62 0.42
C -0.44 -0.23 0.17
C -0.05 -0.12 -0.29
C -0.53 -0.44 -0.26
C 0.37 0.44 -0.31
C 0.02 0.36 0.42
S 0.77 0.34 0.17
H 0.41 -0.10 -0.10
H -0.05 0.05 0.07
H -0.19 -0.05 0.55
H -0.26 -0.45 -0.07
H -0.03 -0.04 -0.29
H 0.27 0.32 -0.02

Lowest unoccupied orbital energy (spin up / spin down) = -6.866 / -6.677 eV
Gap between HOMO and LUMO (spin up / spin down) = 0.2076 / 0.2069 Ha
Energy relative to the best compared isomer or geometry (same formula, charge and spin) = 1.749 eV
Net charge = +2

The following is a quantum chemistry calculation of a cluster of 2 separate species, C4H8O2 in total, from the OMol25 dataset.

Atoms and positions in Å:
O  -1.93504  0.00088  -1.85881
C  -1.34412  0.73063  -0.79558
C  -0.81135  -0.15657  0.29997
C  0.43783  -0.58994  0.32236
C  1.60231  -1.25003  0.83785
O  1.58192  -0.44702  -0.38635
H  -1.25887  -0.60790  -2.18265
H  -0.54497  1.39348  -1.16281
H  -2.14016  1.36726  -0.39853
H  -1.48153  -0.50714  1.07947
H  1.74932  -2.31842  0.68328
H  2.16383  -0.79669  1.65503
H  0.93715  1.96370  1.00691
H  1.60593  1.84938  0.69761

Atomic forces in eV per Å
O 0.15 -0.18 -0.17
C 0.13 0.25 0.31
C 0.14 -0.16 -0.03
C -0.26 0.06 0.12
C 0.02 -0.19 0.25
O -0.04 0.09 -0.19
H -0.19 0.05 -0.03
H -0.12 -0.18 0.02
H 0.13 -0.08 -0.05
H 0.11 0.02 -0.12
H -0.03 0.22 -0.01
H -0.13 -0.07 -0.16
H 0.16 0.05 0.00
H -0.07 0.12 0.06

Lowest unoccupied orbital energy = 0.982 eV
Gap between HOMO and LUMO = 0.3809 Ha
Energy relative to the best compared isomer or geometry (same formula, charge and spin) = 3.992 eV
SMILES = OC/C=C1/CO1.[H][H]

The following is a quantum chemistry calculation of the molecule C5H7N3 at a distorted geometry, from the OMol25 dataset.

Atoms and positions in Å:
H  -2.83908  0.29387  -2.43234
N  -1.88384  0.14743  -2.20669
C  -1.46013  0.23190  -1.04334
C  -0.09577  -0.03746  -0.68171
C  0.95620  -0.66855  -1.34756
C  1.95400  -0.81134  -0.40478
C  1.44956  -0.45404  0.78987
N  0.26500  0.08600  0.62377
N  -0.61481  0.68078  1.54744
H  -2.09764  0.37742  -0.19757
H  1.14590  -1.00634  -2.31819
H  2.88647  -1.37155  -0.35892
H  1.84746  -0.23399  1.70029
H  -1.36124  1.23702  1.00580
H  -0.04704  1.21316  2.15099

Atomic forces in eV per Å
H -1.00 0.19 0.54
N 0.99 -0.21 -2.35
C 0.10 -0.38 0.39
C -0.06 -0.52 -1.03
C 0.21 0.70 0.73
C 1.57 -1.97 0.42
C -0.25 1.35 1.13
N -2.53 0.57 -1.63
N -1.51 -0.37 -1.01
H -0.91 0.25 0.46
H -0.71 -0.10 -1.44
H -0.11 0.32 -0.93
H 1.70 -0.22 2.42
H 2.21 -0.82 1.55
H 0.30 1.20 0.75

Lowest unoccupied orbital energy = 0.762 eV
Gap between HOMO and LUMO = 0.3314 Ha
Energy relative to the best compared isomer or geometry (same formula, charge and spin) = 3.376 eV
SMILES = [H]/N=C/c1cccn1N

Q: Which value of energy relative to the best compared isomer or geometry (same formula, charge and spin) does entry 3 give?
A: 3.992 eV

Q: What is the energy relative to the best compared isomer or geometry (same formula, charge and spin) in the fourth record?
A: 3.376 eV

Q: Which of these has the highest energy relative to the best compared isomer or geometry (same formula, charge and spin)?
A: C4H8O2